i:
Here is the molecule C5H15N3 from the OMol25 dataset. Energies are from ωB97M-V/def2-TZVPD.

Bonds (Å) are listed after each position.
Geometry (Å):
1 C -0.9167 0.1996 0.1201  C2 1.497, C4 1.777, N7 1.419, N8 1.411
2 C 0.5686 0.0213 0.0612  C1 1.497, C3 1.525, C5 1.520, N6 1.752
3 C 1.1240 -1.3285 0.5023  C2 1.525, H17 1.089, H18 1.087, H19 1.089
4 C -1.2850 -0.9974 -1.1400  C1 1.777, H20 1.086, H21 1.085, H22 1.087
5 C 1.2996 0.5439 -1.1644  C2 1.520, H15 1.088, H16 1.089, H23 1.089
6 N 0.9426 1.1120 1.3807  C2 1.752, H13 1.018, H14 1.018
7 N -1.4542 1.4240 -0.3555  C1 1.419, H9 1.012, H10 1.010
8 N -1.4522 -0.0754 1.3964  C1 1.411, H11 1.022, H12 1.011
9 H -1.2442 2.1846 0.2785  N7 1.012
10 H -1.1741 1.6596 -1.2968  N7 1.010
11 H -0.9845 -0.8135 1.9261  N8 1.022
12 H -2.3650 0.3361 1.5359  N8 1.011
13 H 1.7340 1.7379 1.2481  N6 1.018
14 H 1.1945 0.6173 2.2340  N6 1.018
15 H 0.9833 1.5532 -1.4188  C5 1.088
16 H 2.3632 0.5952 -0.9379  C5 1.089
17 H 2.1114 -1.1801 0.9359  C3 1.089
18 H 0.5039 -1.7966 1.2625  C3 1.087
19 H 1.2053 -2.0226 -0.3327  C3 1.089
20 H -1.2072 -0.5058 -2.1051  C4 1.086
21 H -0.7810 -1.9579 -1.1723  C4 1.085
22 H -2.3333 -1.1977 -0.9322  C4 1.087
23 H 1.1670 -0.1093 -2.0263  C5 1.089

Results
2S+1 = 1
HOMO energy = -8.0333 eV
Kohn-Sham gap = 8.9333 eV
SMILES string = CC(C)(N)C(C)(N)N

***

ii:
Here is the molecule C5H15N3 from the OMol25 dataset. Energies are from ωB97M-V/def2-TZVPD.

Bonds (Å) are listed after each position.
Geometry (Å):
1 C 0.0029 -0.3835 1.8759  C2 1.542, H9 1.257, H10 1.119, H11 1.147
2 C -0.1018 -0.7746 0.3883  C1 1.542, C3 1.602, N6 1.494, H12 1.125
3 C 1.3539 -0.6643 -0.2724  C2 1.602, C4 1.523, H13 1.086, H14 1.072
4 C 1.9756 0.7245 -0.3273  C3 1.523, N5 1.512, H15 1.048, H16 1.211
5 N 3.3678 0.7225 -0.9168  C4 1.512, H17 1.002, H18 1.061
6 N -0.9668 0.0194 -0.5360  C2 1.494, C7 1.466, H19 1.069
7 C -2.3721 -0.3971 -0.5096  N6 1.466, N8 1.511, H20 1.140, H21 1.152
8 N -3.4652 0.4335 -1.1414  C7 1.511, H22 1.028, H23 1.009
9 H 0.5591 0.7116 2.1455  C1 1.257
10 H -0.8921 -0.2466 2.5328  C1 1.119
11 H 0.6256 -1.1389 2.4730  C1 1.147
12 H -0.3612 -1.8677 0.3338  C2 1.125
13 H 1.2218 -1.1035 -1.2572  C3 1.086
14 H 1.9311 -1.4097 0.2378  C3 1.072
15 H 2.0391 1.2132 0.5979  C4 1.048
16 H 1.3119 1.5667 -0.8906  C4 1.211
17 H 3.3551 0.6621 -1.9166  N5 1.002
18 H 3.8492 1.6464 -0.7151  N5 1.061
19 H -0.9264 1.0402 -0.2200  N6 1.069
20 H -2.4806 -0.8004 0.5514  C7 1.140
21 H -2.3202 -1.4186 -1.0385  C7 1.152
22 H -3.3944 1.3568 -0.6961  N8 1.028
23 H -4.3121 0.1084 -0.6989  N8 1.009

Results
2S+1 = 1
HOMO energy = -8.6110 eV
Kohn-Sham gap = 9.5235 eV
SMILES string = C[C@H](CCN)NCN

***

Which one sits at the bottom of the stability order? ii does.

***

i:
Here is the molecule C5H15N3 from the OMol25 dataset. Energies are from ωB97M-V/def2-TZVPD.

Bonds (Å) are listed after each position.
Geometry (Å):
1 C -0.0366 1.0564 0.6491  N2 1.446, C5 1.535, H9 1.102, H10 1.100
2 N -1.0586 1.4058 -0.3125  C1 1.446, C3 1.440, H11 1.003
3 C -2.2099 0.5524 -0.4550  N2 1.440, N4 1.477, H12 1.090, H13 1.097
4 N -2.0528 -0.7376 -1.1566  C3 1.477, H14 1.003, H15 1.006
5 C 0.6702 -0.3055 0.6752  C1 1.535, C6 1.543, N7 1.461, H16 1.122
6 C 0.6609 -1.1576 1.9621  C5 1.543, H17 1.080, H18 1.092, H19 1.099
7 N 2.0215 -0.2174 0.1258  C5 1.461, C8 1.468, H20 1.014
8 C 2.0072 -0.2110 -1.3420  N7 1.468, H21 1.087, H22 1.104, H23 1.115
9 H 0.7986 1.7733 0.5919  C1 1.102
10 H -0.4800 1.2178 1.6427  C1 1.100
11 H -0.7788 1.8811 -1.1505  N2 1.003
12 H -3.0380 1.0008 -1.0029  C3 1.090
13 H -2.6596 0.4240 0.5370  C3 1.097
14 H -1.3494 -0.8845 -1.8568  N4 1.003
15 H -2.1672 -1.5496 -0.5742  N4 1.006
16 H -0.0328 -0.9676 0.1041  C5 1.122
17 H -0.2657 -1.2204 2.5138  C6 1.080
18 H 1.0431 -2.1353 1.6621  C6 1.092
19 H 1.4774 -0.8319 2.6219  C6 1.099
20 H 2.5516 -1.0297 0.4205  N7 1.014
21 H 2.9669 -0.2098 -1.8526  C8 1.087
22 H 1.2542 0.5294 -1.6627  C8 1.104
23 H 1.5822 -1.1856 -1.6776  C8 1.115

Results
2S+1 = 1
HOMO energy = -8.1845 eV
Kohn-Sham gap = 9.2117 eV
SMILES string = CN[C@@H](C)CNCN

***

ii:
Here is a cluster of 2 separate species, C5H15N3 in total from the OMol25 dataset. Energies are from ωB97M-V/def2-TZVPD.

Bonds (Å) are listed after each position.
Geometry (Å):
1 C 2.4611 -1.0713 0.9638  C2 1.516, H5 1.091, H6 1.090, H7 1.090
2 C 1.2284 -0.3976 1.5338  C1 1.516, N4 1.467, H8 1.092, H9 1.094
3 C -0.3300 -0.7228 3.2180  N4 1.259, H10 1.093, H11 1.088
4 N 0.7978 -1.0587 2.7706  C2 1.467, C3 1.259
5 H 2.8233 -0.5359 0.0845  C1 1.091
6 H 3.2542 -1.0918 1.7119  C1 1.090
7 H 2.2535 -2.1017 0.6760  C1 1.090
8 H 0.4136 -0.3996 0.8064  C2 1.092
9 H 1.4324 0.6552 1.7487  C2 1.094
10 H -0.9659 0.0204 2.7295  C3 1.093
11 H -0.6660 -1.1576 4.1568  C3 1.088
12 N -2.0851 0.1875 -0.2015  C13 1.468, H16 1.015, H17 1.013
13 C -1.8023 0.6967 -1.5487  N12 1.468, C14 1.518, H18 1.088, H19 1.099
14 C -0.3047 0.8093 -1.7687  C13 1.518, N15 1.464, H20 1.092, H21 1.098
15 N -0.0402 1.3818 -3.0897  C14 1.464, H22 1.012, H23 1.013
16 H -1.8313 -0.7934 -0.1441  N12 1.015
17 H -3.0799 0.2284 -0.0148  N12 1.013
18 H -2.2396 1.6890 -1.6416  C13 1.088
19 H -2.2354 0.0668 -2.3389  C13 1.099
20 H 0.1160 1.4726 -1.0105  C14 1.092
21 H 0.1513 -0.1794 -1.6276  C14 1.098
22 H 0.9473 1.5770 -3.1977  N15 1.012
23 H -0.2984 0.7249 -3.8163  N15 1.013

Results
2S+1 = 1
HOMO energy = -9.3052 eV
Kohn-Sham gap = 10.2818 eV
SMILES string = C=NCC.NCCN

***

Which one sits at the bottom of the stability order? i does.

***

i:
Here is the molecule C5H15N3 from the OMol25 dataset. Energies are from ωB97M-V/def2-TZVPD.

Bonds (Å) are listed after each position.
Geometry (Å):
1 C 1.0594 -0.4947 -0.2387  C2 1.464, C5 1.509, N8 1.764, H9 1.083
2 C 0.1056 0.5402 -0.6404  C1 1.464, N6 1.837, N7 1.381, H10 1.093
3 C -2.0290 0.5445 0.9570  N6 1.443, H15 1.096, H17 1.106, H18 1.091
4 C -1.7789 -1.3599 -0.4517  N6 1.444, H16 1.106, H19 1.092, H20 1.096
5 C 1.6328 -0.5228 1.1569  C1 1.509, H21 1.088, H22 1.088, H23 1.090
6 N -1.0989 -0.3967 0.3823  C2 1.837, C3 1.443, C4 1.444
7 N 0.2372 1.8444 -0.2062  C2 1.381, H11 1.009, H12 1.008
8 N 2.2958 0.1363 -1.3265  C1 1.764, H13 1.016, H14 1.016
9 H 0.8887 -1.4647 -0.6884  C1 1.083
10 H -0.2524 0.4774 -1.6714  C2 1.093
11 H 0.6067 1.9818 0.7224  N7 1.009
12 H 0.5130 2.5095 -0.9123  N7 1.008
13 H 2.3173 -0.4510 -2.1556  N8 1.016
14 H 2.9013 0.7696 -0.8116  N8 1.016
15 H -2.7822 0.0289 1.5640  C3 1.096
16 H -2.2393 -0.9072 -1.3495  C4 1.106
17 H -2.5578 1.1395 0.1894  C3 1.106
18 H -1.4943 1.2341 1.6118  C3 1.091
19 H -1.0892 -2.1512 -0.7535  C4 1.092
20 H -2.5768 -1.8597 0.1097  C4 1.096
21 H 0.8783 -0.8822 1.8538  C5 1.088
22 H 2.4989 -1.1806 1.1784  C5 1.088
23 H 1.9638 0.4645 1.4803  C5 1.090

Results
2S+1 = 1
HOMO energy = -7.9124 eV
Kohn-Sham gap = 8.9099 eV
SMILES string = C[C@H](N)[C@H](N)N(C)C

***

ii:
Here is the molecule C5H15N3 from the OMol25 dataset. Energies are from ωB97M-V/def2-TZVPD.

Bonds (Å) are listed after each position.
Geometry (Å):
1 C -0.4602 -1.3233 0.2647  N2 1.439, C4 1.568, H9 1.087, H10 1.104
2 N 0.1663 -1.5699 -1.0076  C1 1.439, C3 1.459, H11 0.990
3 C -0.5885 -2.4743 -1.8683  N2 1.459, H12 1.097, H13 1.095, H14 1.087
4 C 0.0563 0.0153 0.8979  C1 1.568, C5 1.520, N6 1.451, H15 1.091
5 C -0.7032 0.1946 2.2025  C4 1.520, H16 1.097, H17 1.090, H18 1.095
6 N -0.1002 1.1108 -0.0411  C4 1.451, C7 1.456, H19 1.019
7 C 0.7901 2.2441 0.1640  N6 1.456, N8 1.477, H20 1.094, H21 1.087
8 N 1.7534 2.3745 -0.9486  C7 1.477, H22 1.012, H23 1.008
9 H -0.2490 -2.0908 1.0043  C1 1.087
10 H -1.5502 -1.1742 0.1731  C1 1.104
11 H 0.4735 -0.7531 -1.4756  N2 0.990
12 H -1.5199 -2.0542 -2.2680  C3 1.097
13 H 0.0240 -2.6194 -2.7641  C3 1.095
14 H -0.8289 -3.3904 -1.3352  C3 1.087
15 H 1.1307 -0.1426 1.0001  C4 1.091
16 H -0.4730 1.1608 2.6672  C5 1.097
17 H -0.5647 -0.5210 3.0124  C5 1.090
18 H -1.7694 0.2863 1.9703  C5 1.095
19 H -1.0497 1.3468 -0.3279  N6 1.019
20 H 0.1705 3.1450 0.1462  C7 1.094
21 H 1.3294 2.2656 1.1080  C7 1.087
22 H 2.6820 1.9910 -0.8289  N8 1.012
23 H 1.2807 1.9784 -1.7453  N8 1.008

Results
2S+1 = 1
HOMO energy = -8.3829 eV
Kohn-Sham gap = 9.4939 eV
SMILES string = CNC[C@H](C)NCN

***

iii:
Here is a cluster of 3 separate species, C5H15N3 in total from the OMol25 dataset. Energies are from ωB97M-V/def2-TZVPD.

Bonds (Å) are listed after each position.
Geometry (Å):
1 C 0.3005 1.7781 0.0108  C2 1.497, N3 1.349, N5 1.347
2 C 1.4924 1.5286 0.8812  C1 1.497, H12 1.089, H13 1.095, H14 1.087
3 N 0.2909 2.6685 -1.0021  C1 1.349, H6 1.167, H7 1.013
4 N 0.5156 0.3743 -1.9502  H9 1.021, H10 1.022
5 N -0.8905 1.3281 0.4503  C1 1.347, H8 1.010, H11 1.011
6 H 0.2084 1.8957 -1.8720  N3 1.167
7 H 1.1871 3.1310 -1.1024  N3 1.013
8 H -1.6736 1.4939 -0.1649  N5 1.010
9 H 0.0937 -0.4707 -2.3381  N4 1.021
10 H 1.4952 0.3019 -2.2323  N4 1.022
11 H -0.9002 0.4409 0.9349  N5 1.011
12 H 1.4344 0.5472 1.3503  C2 1.089
13 H 1.5267 2.2862 1.6717  C2 1.095
14 H 2.4090 1.5793 0.2994  C2 1.087
15 C -1.5218 -2.2637 -0.3234  C16 1.497, H19 1.093, H20 1.094, H21 1.091
16 C -0.3182 -1.9271 0.4999  C15 1.497, C17 1.330, H18 1.087
17 C -0.2554 -1.9996 1.8262  C16 1.330, H22 1.085, H23 1.083
18 H 0.5387 -1.5740 -0.0686  C16 1.087
19 H -1.8098 -1.4105 -0.9437  C15 1.093
20 H -1.2967 -3.0823 -1.0128  C15 1.094
21 H -2.3718 -2.5579 0.2949  C15 1.091
22 H -1.1025 -2.3211 2.4229  C17 1.085
23 H 0.6480 -1.7470 2.3681  C17 1.083

Results
2S+1 = 1
HOMO energy = -7.3786 eV
Kohn-Sham gap = 8.3056 eV

***

Which one sits at the bottom of the stability order? i does.